No. 1
{"formula": "C5H7N", "method": "ωB97M-V with the def2-TZVPD basis set", "orbital_gap_ev": 10.374, "total_energy_ha": -249.29315, "e_homo_ha": -0.3365, "de_lowest_kcal_mol": 113.0, "lumo_ev": 1.2, "species": ["C", "C", "C", "C", "N", "C", "H", "H", "H", "H", "H", "H", "H"], "positions_angstrom": [[-0.264, 1.085, 0.990], [0.447, -0.231, 1.001], [-0.952, -0.189, 0.482], [-0.509, -0.642, -0.916], [0.450, 0.179, -1.624], [0.928, -0.678, -0.601], [-0.719, 1.519, 1.890], [0.135, 1.846, 0.318], [1.288, -0.760, 1.308], [-1.892, -0.519, 0.920], [-1.096, -1.335, -1.497], [0.491, 1.170, -1.404], [1.692, -1.446, -0.868]]}

No. 2
{"formula": "C5H7N", "method": "ωB97M-V with the def2-TZVPD basis set", "orbital_gap_ev": 7.949, "total_energy_ha": -249.23808, "e_homo_ha": -0.2599, "de_lowest_kcal_mol": 147.6, "lumo_ev": 0.9, "species": ["C", "C", "C", "C", "N", "C", "H", "H", "H", "H", "H", "H", "H"], "positions_angstrom": [[-1.747, 0.167, -0.013], [-0.193, -0.681, 0.568], [0.463, -0.297, -0.742], [1.669, 0.098, 0.097], [0.745, 0.140, 1.261], [-0.492, 0.759, -0.279], [-2.108, -0.620, -0.668], [-2.472, 0.672, 0.617], [-0.607, -1.635, 0.922], [0.360, -0.777, -1.718], [2.137, 1.059, -0.172], [2.451, -0.670, 0.176], [-0.207, 1.784, -0.050]]}

No. 3
{"formula": "C5H7N", "method": "ωB97M-V with the def2-TZVPD basis set", "orbital_gap_ev": 11.722, "total_energy_ha": -249.43292, "e_homo_ha": -0.3962, "de_lowest_kcal_mol": 25.3, "lumo_ev": 0.9, "species": ["N", "C", "C", "C", "C", "C", "H", "H", "H", "H", "H", "H", "H"], "positions_angstrom": [[-0.636, 2.185, 1.518], [-0.878, 1.585, 0.557], [-1.042, 0.737, -0.630], [-0.186, -0.518, -0.472], [0.400, -1.030, 0.820], [1.287, -0.404, -0.215], [-0.700, 1.295, -1.512], [-2.097, 0.483, -0.802], [-0.489, -1.290, -1.171], [0.453, -2.109, 0.935], [0.251, -0.484, 1.749], [1.676, 0.576, 0.019], [1.960, -1.024, -0.796]]}

No. 4
{"formula": "C5H7N", "method": "ωB97M-V with the def2-TZVPD basis set", "orbital_gap_ev": 10.087, "total_energy_ha": -249.41263, "e_homo_ha": -0.3281, "de_lowest_kcal_mol": 38.0, "lumo_ev": 1.2, "species": ["C", "C", "C", "C", "N", "C", "H", "H", "H", "H", "H", "H", "H"], "positions_angstrom": [[-0.359, -0.285, 1.149], [0.788, -1.010, 0.475], [-1.012, 0.478, -0.002], [-0.140, 0.332, -1.197], [-0.275, 1.627, -0.520], [0.945, -0.615, -0.790], [-1.046, -0.937, 1.696], [0.038, 0.430, 1.885], [1.406, -1.737, 0.991], [-2.096, 0.490, -0.082], [-0.522, 0.317, -2.214], [0.536, 1.812, 0.068], [1.736, -0.934, -1.461]]}

No. 5
{"formula": "C5H7N", "method": "ωB97M-V with the def2-TZVPD basis set", "orbital_gap_ev": 11.263, "total_energy_ha": -249.42061, "e_homo_ha": -0.3810, "de_lowest_kcal_mol": 33.0, "lumo_ev": 0.9, "species": ["C", "C", "C", "C", "C", "N", "H", "H", "H", "H", "H", "H", "H"], "positions_angstrom": [[1.606, 0.584, -0.122], [0.516, -0.457, -0.234], [-0.517, -0.757, 0.796], [-0.946, -0.236, -0.578], [-1.811, 0.894, -0.336], [-2.656, 1.572, 0.073], [2.131, 0.656, -1.082], [2.347, 0.296, 0.635], [1.222, 1.576, 0.137], [0.854, -1.372, -0.723], [-0.651, 0.003, 1.562], [-0.787, -1.756, 1.118], [-1.318, -0.892, -1.359]]}

No. 6
{"formula": "C5H7N", "method": "ωB97M-V with the def2-TZVPD basis set", "orbital_gap_ev": 10.116, "total_energy_ha": -249.34919, "e_homo_ha": -0.3282, "de_lowest_kcal_mol": 77.8, "lumo_ev": 1.2, "species": ["C", "C", "C", "C", "N", "C", "H", "H", "H", "H", "H", "H", "H"], "positions_angstrom": [[0.404, 0.869, -0.965], [0.212, 0.961, 0.546], [-0.572, -0.288, 0.940], [-0.898, -0.962, -0.371], [0.489, -0.621, -0.854], [0.868, -0.385, 0.603], [1.397, 1.237, -1.236], [-0.338, 1.242, -1.682], [0.340, 1.817, 1.199], [-0.894, -0.532, 1.943], [-1.039, -2.041, -0.273], [-1.692, -0.544, -1.004], [1.723, -0.752, 1.154]]}